1.
The following is a quantum chemistry calculation of C37H53N2O2PRe as an isolated structure, from the Open Molecules 2025 dataset.

```
96
Properties=species:S:1:pos:R:3:forces:R:3:lowdin_spin:R:1
Re -0.876135 0.318401 -0.251628 0.2 0.1 0.1 0.763
P 1.637410 -1.749906 0.278154 0.0 -0.1 0.0 0.011
O -0.730800 2.151774 -0.510502 -0.3 0.0 -0.2 0.067
O 0.181483 -0.960274 0.521812 0.0 0.2 0.1 0.074
N -2.335645 0.379746 1.187100 0.2 0.0 -0.1 -0.005
N -2.470422 -0.567066 -1.303744 0.0 0.0 0.0 -0.003
C -3.983060 7.547355 -2.503301 0.0 0.0 0.0 0.004
C 3.656172 1.410906 -1.657546 -0.1 0.0 0.1 0.000
C 1.089782 -5.853076 -1.681819 0.0 0.0 0.0 0.000
C -0.878201 3.451142 -0.185121 0.0 0.1 0.0 -0.011
C -3.107261 5.197294 -2.572844 0.0 0.1 0.0 0.006
C 4.536034 -1.834075 3.213614 0.0 0.0 0.0 0.000
C -3.155817 6.465114 -1.935506 0.0 0.0 0.0 0.015
C 1.557891 0.143595 -1.851247 -0.5 0.1 0.1 -0.005
C 0.029341 -3.718505 -0.867837 0.0 0.0 0.0 0.000
C -5.888918 -1.466609 0.051437 0.0 0.0 0.0 -0.003
C -4.411101 0.222740 3.035810 -0.1 0.0 0.0 0.026
C 4.340112 0.182265 -1.073652 0.0 0.0 0.0 0.000
C -0.745074 6.058150 0.956509 -0.1 0.0 0.0 0.001
C 3.704594 -1.131552 -1.533801 0.0 0.0 0.0 0.001
C 3.715973 -2.711238 4.168661 0.0 0.0 0.0 0.000
C 1.798422 -1.540252 3.023511 0.0 0.0 0.0 0.001
C -3.214213 0.820338 3.365592 0.1 0.0 0.0 0.001
C 0.585611 -4.460256 -2.083173 0.0 0.0 0.0 0.000
C 1.110581 -3.473879 0.223324 0.0 0.0 0.0 -0.001
C -2.363352 6.701325 -0.793907 0.0 -0.1 -0.1 0.003
C -5.789951 -0.961264 1.318484 0.0 0.0 0.0 0.003
C -3.530530 -0.216353 0.839827 0.0 0.0 -0.1 0.008
C -2.232653 2.933377 -2.933786 -0.1 0.4 -0.1 0.000
C -1.576845 4.396070 -0.872656 0.1 -0.1 0.1 0.018
C 4.014482 -1.949835 1.781659 0.0 0.0 0.0 0.000
C 1.703685 -5.847464 -0.275716 0.0 0.0 0.0 0.000
C 2.251637 -2.821234 3.719730 0.0 0.0 0.0 0.000
C -3.662369 -0.740716 -0.449251 0.0 0.0 0.1 -0.001
C 2.167888 1.412412 -1.289591 0.3 0.0 -0.2 -0.001
C -2.334754 4.186029 -2.105871 0.1 -0.2 0.0 0.002
C 2.157563 -1.178660 -1.366296 0.1 0.1 0.0 0.003
C 2.287873 -4.481465 0.082651 0.0 0.1 0.0 0.000
C -4.599705 -0.319573 1.747334 0.0 0.0 0.0 0.000
C -1.569088 5.732020 -0.254024 -0.1 0.1 0.0 0.003
C -2.196810 0.878773 2.420871 0.0 0.0 0.1 0.012
C -4.811394 -1.356752 -0.855392 0.0 0.0 0.0 0.002
C 2.612115 -1.279229 1.719735 0.0 0.0 -0.1 -0.001
H 0.670371 -3.612210 1.219118 0.0 0.0 0.0 0.000
H -2.384300 7.686382 -0.345658 0.0 0.0 0.0 0.000
H 4.129236 2.319059 -1.286181 0.0 0.0 0.0 0.000
H -4.909100 -1.762025 -1.856440 0.0 0.0 0.0 0.000
H 4.504321 -0.785198 3.522344 0.0 0.0 0.0 0.000
H -3.046000 1.238099 4.348207 0.0 0.0 0.0 0.000
H -0.773458 7.128671 1.142232 0.0 0.0 0.0 0.000
H -3.684432 5.058402 -3.479035 0.0 0.0 0.0 0.000
H -0.180878 -4.539711 -2.853902 0.0 0.0 0.0 0.000
H 0.404703 0.140762 -1.817233 -0.1 -0.1 0.1 0.001
H 1.825175 -6.185731 -2.413753 0.0 0.0 0.0 0.000
H 0.270318 -6.570638 -1.718745 0.0 0.0 0.0 0.000
H -1.533997 3.117574 -3.754153 0.0 0.0 0.0 0.000
H -4.317840 8.249971 -1.741807 0.0 0.0 0.0 0.000
H 0.720916 -1.558800 2.837694 0.0 0.0 0.0 0.001
H -1.856712 2.091648 -2.379875 0.0 -0.2 0.0 0.001
H 1.406816 -3.893565 -2.532276 0.0 0.0 0.0 0.000
H 3.001175 -4.163802 -0.685031 0.0 0.0 0.0 0.000
H 1.975591 -0.690127 3.685600 0.0 0.0 0.0 0.000
H -0.764929 -4.315613 -0.416059 0.0 0.0 0.0 0.000
H -0.315717 3.728737 0.699235 0.0 0.0 0.0 0.001
H 2.757965 -0.199283 1.582039 0.0 0.0 0.1 0.000
H 3.911677 -1.282430 -2.595282 0.0 0.0 0.0 0.000
H 2.119778 -3.674960 3.047026 0.0 0.0 0.0 0.000
H -3.196393 2.699483 -3.384470 0.0 0.0 0.0 0.000
H 1.670476 2.286411 -1.713258 0.0 0.0 0.0 0.000
H -6.619377 -1.049298 2.008914 0.0 0.0 0.0 0.000
H -6.797678 -1.957488 -0.268893 0.0 0.0 0.0 0.000
H -2.704447 -0.016959 -2.138067 0.0 0.0 0.0 0.000
H -1.240257 1.326911 2.661877 0.0 0.0 0.0 0.000
H 0.952908 -6.108196 0.475632 0.0 0.0 0.0 0.000
H 1.759131 -1.967447 -2.011184 0.1 -0.1 0.0 0.000
H 4.321846 0.267672 0.016236 0.0 0.0 0.0 0.000
H 2.060789 1.465375 -0.197840 0.0 0.0 0.1 0.000
H -5.211675 0.161017 3.764098 0.0 0.0 0.0 0.001
H -1.148850 5.571500 1.848274 0.0 0.0 0.0 0.000
H 4.152277 -3.708607 4.223298 0.0 0.0 0.0 0.000
H 3.967146 -3.002454 1.504467 0.0 0.0 0.0 0.000
H 3.764468 -2.297851 5.175726 0.0 0.0 0.0 0.000
H -4.827160 7.169513 -3.077035 0.0 0.0 0.0 0.000
H 5.585320 -2.124329 3.235756 0.0 0.0 0.0 0.000
H 4.165210 -1.977921 -1.018661 0.0 0.0 -0.1 0.000
H 3.755840 1.428330 -2.746405 0.0 0.0 0.0 0.000
H -2.158846 -1.472048 -1.674145 0.0 0.0 0.0 0.000
H 4.693529 -1.469407 1.082425 0.0 0.0 0.0 0.000
H -3.352678 8.118837 -3.200402 0.0 0.0 0.0 0.002
H 0.302391 5.778155 0.841814 0.0 0.0 0.0 0.000
H -0.447789 -2.772204 -1.165656 0.0 0.0 -0.1 0.000
H 1.645871 0.148541 -2.942370 0.0 0.1 0.0 0.000
H 2.482973 -6.603673 -0.196654 0.0 0.0 0.0 0.000
H 2.824909 -4.543246 1.026457 0.0 0.0 0.0 0.000
H 1.602988 -3.014312 4.573503 0.0 0.0 0.0 0.000
H 5.391848 0.168890 -1.359110 0.0 0.0 0.0 0.000
```
Positions in Å, forces in eV/Å.

Properties
**HOMO level (alpha / beta)**: -19.622 / -19.623 eV
**Spin multiplicity**: 2
**Charge**: +4
**Energy relative to the best compared isomer or geometry (same formula, charge and spin)**: 8.39 kcal/mol


2.
The following is a quantum chemistry calculation of a 10-piece molecular cluster, C22H42F3IO36P2S10 overall, from the Open Molecules 2025 dataset.

```
116
Properties=species:S:1:pos:R:3:forces:R:3:mulliken_charge:R:1
I -2.326918 -1.069767 3.917481 0.1 0.4 -0.1 -0.039
S -7.431006 4.489265 2.792485 0.2 0.1 0.0 1.155
S 0.118284 4.562409 2.849663 0.1 0.2 0.0 1.025
S 5.839292 9.504428 6.183344 0.0 -0.1 0.0 1.101
S 2.018248 -12.357357 -6.572478 -0.1 -0.1 0.2 1.100
S -1.827770 -3.600633 -3.238378 -0.1 -0.1 0.0 0.916
S -9.423715 -1.680943 1.535625 0.1 0.1 0.1 1.084
S -5.303151 0.806818 1.759026 0.0 0.0 0.1 -0.270
S 5.621052 3.858710 2.929775 -0.1 -0.2 0.0 1.044
S -1.211762 -8.380991 -5.380299 0.2 -0.2 -0.4 1.146
S 6.288501 5.563758 -0.623400 0.2 0.0 -0.2 1.088
P -3.781121 0.069232 0.802819 -0.6 0.8 0.9 0.109
P -3.124397 -1.793922 1.757525 -0.7 -1.2 -0.1 -0.028
F 1.618468 0.145943 2.828481 0.9 -0.1 -0.2 -0.223
F 1.166470 -2.334227 1.612862 -0.7 -0.1 0.8 -0.343
F 1.129285 1.051105 0.902346 -0.8 0.6 0.3 -0.238
O 7.219974 8.970422 5.591150 0.0 0.0 -0.2 -0.338
O 3.071807 -12.963878 -5.546744 -0.1 -0.1 0.1 -0.306
O 5.986310 6.824807 -1.558053 -0.2 -0.1 0.0 -0.323
O -7.066319 5.838218 3.562661 0.0 0.2 -0.2 -0.319
O 4.988114 8.177971 5.937396 0.2 -0.1 0.2 -0.321
O 0.090777 -7.515939 -5.654273 0.0 0.1 -0.2 -0.260
O -1.457968 -2.914096 -2.044213 -0.1 0.0 -0.3 -0.325
O 1.379241 -13.422609 -7.252628 0.2 0.0 -0.2 -0.553
O -1.121498 -8.980063 -4.091537 -0.1 0.0 0.0 -0.628
O 5.361214 10.537563 5.335152 0.0 0.1 0.0 -0.557
O 5.064834 5.167994 3.020391 0.1 0.1 -0.1 -0.374
O 5.146969 5.303820 0.175901 -0.1 0.7 -0.4 -0.325
O 1.014857 -11.739617 -5.498493 0.2 0.2 0.1 -0.231
O 0.214112 3.576791 3.865158 0.0 -0.2 -0.1 -0.522
O 2.610757 -11.272146 -7.276108 -0.1 0.0 -0.1 -0.548
O 6.381685 4.475662 -1.790403 0.2 0.1 0.0 -0.337
O -9.543973 -0.689744 2.779363 -0.3 0.1 -0.1 -0.331
O -1.060235 -4.988123 -3.308363 -0.1 -0.1 -0.2 -0.345
O -1.724751 -2.955853 -4.495711 0.1 0.1 0.0 -0.583
O -7.416169 3.407615 3.709644 -0.2 -0.1 -0.1 -0.514
O 5.961509 9.703699 7.581813 -0.1 0.1 0.0 -0.537
O 1.394598 4.431250 1.899500 0.1 -0.1 0.2 -0.253
O 5.291967 3.249874 1.494914 -0.2 -0.5 0.6 -0.280
O -9.592378 -0.588387 0.384940 0.2 0.1 0.0 -0.320
O 0.467686 5.992005 3.456121 -0.1 0.1 -0.2 -0.346
O 6.983633 3.635555 3.250272 0.0 0.2 0.1 -0.656
O -10.553418 -2.540864 1.539522 0.0 -0.1 0.1 -0.568
O 7.570265 5.700414 -0.035338 -0.1 -0.1 0.1 -0.631
O -2.346917 -7.604539 -5.736193 -0.1 0.1 0.3 -0.551
O 4.720520 2.878909 3.795155 0.2 -0.2 -0.1 -0.406
O -3.291324 -4.176928 -3.033167 0.0 -0.1 0.2 -0.336
O -8.106717 -2.203132 1.467754 0.0 -0.1 -0.1 -0.498
O -1.049350 4.688773 2.050803 -0.1 -0.1 0.1 -0.550
O -6.121870 4.405701 1.894303 0.2 0.0 0.2 -0.210
O -0.960250 -9.504269 -6.465423 0.2 -0.1 0.1 -0.255
O -8.554992 4.737341 1.959069 -0.1 -0.1 0.1 -0.578
C 5.826351 5.006729 -3.001032 -0.4 0.0 -0.1 -0.311
C 6.158629 6.482765 -2.939653 0.3 0.0 -0.2 -0.371
C 2.031796 5.715668 1.750422 0.0 0.3 -0.2 0.093
C 5.690225 7.308879 5.028460 0.0 0.1 -0.3 -0.054
C 3.793666 2.185548 2.935234 -0.3 0.2 -0.1 0.180
C -1.591821 -2.407200 0.943330 0.7 0.7 0.2 -0.549
C 1.287000 -12.293349 -4.200689 -0.1 -0.4 0.1 -0.361
C 0.055163 -9.067229 -7.389790 0.0 0.2 -0.4 -0.430
C -3.303317 -5.606499 -3.233181 0.0 -0.2 -0.4 -0.223
C 7.149129 7.556871 5.338634 0.0 -0.3 0.3 -0.242
C -1.915061 -6.043861 -2.822960 -0.1 -0.1 0.4 0.248
C -9.984567 0.673511 0.946143 -0.4 0.1 0.1 -0.315
C 2.786289 -12.514399 -4.210245 0.1 0.3 0.1 -0.337
C -5.436571 5.665203 1.905682 -0.1 0.3 -0.2 -0.283
C -9.384066 0.670117 2.334089 0.4 0.2 -0.1 0.198
C 0.569549 -1.188842 1.216482 -0.2 0.3 -0.6 0.096
C 4.563340 2.016199 1.647395 0.1 -0.4 0.0 -0.449
C -0.657461 -1.314770 0.366061 1.1 -0.8 -1.1 -0.007
C 0.979204 -8.220749 -6.545569 0.2 -0.3 0.1 -0.131
C -5.705357 6.213542 3.291507 0.3 -0.2 0.2 -0.362
C 1.091394 -0.048848 1.632977 0.0 -0.2 0.3 0.415
C 1.801687 6.388856 3.085113 0.4 -0.1 0.2 -0.201
H 3.084125 5.584987 1.516472 0.0 -0.2 0.1 -0.054
H 4.747964 4.836258 -2.991268 0.0 0.0 0.0 0.262
H 1.560638 -7.514982 -7.130501 -0.1 0.2 0.1 0.332
H 3.108516 -13.262902 -3.492702 0.0 -0.1 -0.2 0.320
H 3.917375 1.869088 0.786074 0.0 0.2 -0.1 0.367
H 3.330881 -11.584767 -4.037099 0.0 0.0 0.0 0.283
H 2.911691 2.809643 2.799384 0.0 0.0 0.0 -0.185
H -1.813478 -3.158465 0.186019 -0.3 0.3 0.0 0.173
H 0.740232 -13.232690 -4.105768 0.0 0.0 0.0 0.281
H 7.465359 7.029484 6.240024 0.0 0.0 0.0 0.338
H -8.320364 0.904461 2.310673 0.0 0.0 0.0 -0.160
H 2.493998 6.024441 3.845774 0.0 0.0 -0.1 0.210
H -1.622091 -6.994178 -3.259177 0.1 0.3 0.1 -0.292
H -3.492700 -5.807897 -4.286757 0.0 0.0 0.0 0.267
H 3.503475 1.245195 3.385142 0.2 0.0 0.2 0.389
H 7.804098 7.290455 4.514356 0.0 0.2 -0.1 0.301
H 5.442206 7.601314 4.008216 0.0 0.0 0.0 0.159
H -4.379331 5.514554 1.706481 0.0 -0.2 0.0 0.265
H -0.425516 -8.483767 -8.176513 0.0 0.0 0.0 0.334
H 1.862806 7.471584 3.027862 -0.2 0.0 0.0 0.348
H -1.133583 -0.344760 0.241352 0.1 0.0 0.2 0.162
H -5.869496 6.301229 1.130823 0.0 0.0 0.0 0.276
H -1.813897 -6.094061 -1.736794 0.0 0.0 0.0 0.285
H 5.277258 1.193195 1.712604 0.0 0.0 0.0 0.307
H 6.265377 4.508573 -3.860236 0.1 -0.1 0.1 0.318
H -1.033887 -2.936182 1.720093 -0.3 -0.1 0.1 0.423
H -4.125944 -0.261623 -0.515509 0.6 -0.2 -0.2 0.087
H -5.063333 5.745971 4.039410 0.0 0.0 0.0 0.285
H -2.731391 1.006191 0.767253 0.2 -0.2 -0.4 0.042
H -0.359151 -1.635738 -0.636771 -0.2 0.0 0.1 0.309
H -4.084313 -6.057437 -2.628450 0.0 0.2 0.1 0.341
H -11.075198 0.710262 0.979048 0.0 0.0 0.0 0.293
H 0.565683 -9.919915 -7.825059 -0.1 -0.2 0.2 0.246
H 5.392349 6.280025 5.189835 -0.1 0.1 0.2 0.154
H 1.537986 6.251467 0.937884 0.0 0.0 0.0 0.303
H 7.196728 6.673226 -3.216897 0.0 0.0 0.0 0.300
H -9.891110 1.353160 3.008621 -0.1 -0.2 0.2 0.271
H 5.500901 7.089035 -3.555823 -0.1 0.1 0.2 0.312
H 1.650116 -8.837915 -5.947394 0.0 0.0 0.0 0.189
H 0.961281 -11.603754 -3.427599 -0.1 0.2 -0.2 0.331
H -9.612220 1.487754 0.331143 0.1 -0.1 -0.1 0.307
H -5.601700 7.293311 3.346149 -0.2 0.0 0.0 0.304
```
Positions in Å, forces in eV/Å.

Properties
**HOMO level**: -8.380 eV